Below is a molecular structure, C3H7NO3, with properties calculated with wB97M-V/def2-TZVPD.

Cartesian coordinates (Å):
C: -0.404 -0.199 0.573
C: -0.586 1.229 0.589
C: 0.506 -0.640 -0.681
H: -0.538 -0.338 2.267
H: 1.324 -0.603 1.915
H: -1.588 -0.896 0.390
H: 0.549 1.718 0.654
H: -1.273 1.695 1.621
H: -1.360 1.648 -1.314
H: 2.149 -0.867 -1.101
N: 0.102 -0.893 1.812
O: -1.398 1.698 -0.397
O: 1.752 -0.662 -0.312
O: 0.013 -0.842 -1.792

Forces on atoms 1 to 2 (eV/Å):
-1.500 -6.866 -2.228
0.562 3.985 2.981

Summary:
E_tot: -10853.021 eV
2S+1: 1
HOMO level: -0.3630 Ha

Atomic partial charges in e from the Mulliken method, atoms 1 to 6: 0.228, -0.371, 0.267, 0.340, 0.294, 0.270

=====

Below is a molecular structure, C2H6N6, with properties calculated with wB97M-V/def2-TZVPD.

Cartesian coordinates (Å):
C: 0.948 -0.423 0.030
C: -1.180 -0.107 0.136
H: 2.356 -0.067 1.087
H: 2.551 -0.945 -0.449
H: -3.057 0.014 -0.061
H: -2.372 1.728 0.442
H: 0.130 2.397 -0.707
H: 1.531 1.664 -0.602
N: 2.208 -0.144 -0.029
N: 0.335 -1.569 -0.071
N: -1.106 -1.413 -0.043
N: -2.212 0.568 -0.082
N: 0.106 0.527 0.081
N: 0.704 1.801 0.043

Forces on atoms 1 to 2 (eV/Å):
-5.260 -5.201 -1.291
5.755 -2.192 -0.626

Summary:
E_tot: -11107.045 eV
2S+1: 1
HOMO level: -0.2850 Ha

Atomic partial charges in e from the Mulliken method, atoms 1 to 6: 0.470, 0.427, 0.308, 0.309, 0.289, 0.311

=====

Below is 8 unconnected molecules or ions with the total composition C30H62Cl14N2O4, with properties calculated with wB97M-V/def2-TZVPD.

Cartesian coordinates (Å):
C: 2.503 -2.143 3.683
C: 3.211 -0.687 3.942
C: 3.607 0.143 2.581
C: 4.414 -0.725 1.449
C: 3.446 -1.611 0.446
C: 4.376 -1.941 -0.898
C: 5.961 -2.185 -0.558
O: 6.623 -3.023 -1.593
C: 8.037 -2.628 -1.744
C: 9.075 -2.373 -0.467
O: 8.496 -2.461 -2.997
O: 2.322 -0.750 0.049
C: 1.288 -1.494 -0.701
N: 0.486 -2.472 0.128
C: 0.001 -3.665 -0.665
C: -1.646 -3.575 -0.722
C: 0.218 -0.327 -1.242
N: 1.068 0.909 -1.490
C: 0.262 2.073 -2.019
C: 0.929 3.438 -1.318
O: -0.916 -0.119 -0.328
C: -0.514 0.532 0.928
H: 2.221 -2.598 4.742
H: 3.305 -2.806 3.104
H: 1.566 -2.050 2.987
H: 4.147 -0.854 4.652
H: 2.467 0.012 4.559
H: 4.355 1.006 2.931
H: 2.646 0.691 2.200
H: 5.055 0.063 0.823
H: 5.212 -1.388 2.029
H: 3.141 -2.649 0.892
H: 4.155 -1.081 -1.662
H: 3.951 -2.936 -1.395
H: 6.008 -2.805 0.443
H: 6.474 -1.142 -0.411
H: 8.768 -3.011 0.483
H: 10.202 -2.596 -0.756
H: 9.014 -1.235 -0.197
H: 1.706 -1.990 -1.703
H: 0.963 -2.750 1.013
H: 0.389 -3.725 -1.767
H: 0.259 -4.715 -0.159
H: -2.073 -4.671 -0.775
H: -2.066 -3.084 0.272
H: -2.038 -2.977 -1.672
H: -0.201 -0.709 -2.283
H: 1.706 0.629 -2.291
H: 0.444 2.141 -3.196
H: -0.894 1.996 -1.857
H: 0.337 4.416 -1.569
H: 1.016 3.206 -0.163
H: 2.049 3.473 -1.725
H: 0.291 -0.064 1.551
H: -0.205 1.676 0.800
H: -1.489 0.557 1.616
Cl: -3.141 -0.699 -6.008
C: -1.591 0.065 -5.573
C: -0.412 -0.874 -5.773
Cl: -0.418 -2.219 -4.604
H: -1.661 0.409 -4.537
H: -1.480 0.943 -6.216
H: 0.526 -0.331 -5.624
H: -0.403 -1.301 -6.781
Cl: -4.038 -2.839 -3.636
C: -5.686 -2.178 -3.502
C: -5.941 -1.540 -2.146
Cl: -5.998 -2.746 -0.836
H: -6.394 -2.987 -3.707
H: -5.791 -1.427 -4.291
H: -6.909 -1.032 -2.149
H: -5.170 -0.804 -1.895
Cl: -5.663 1.960 -2.981
C: -5.017 2.254 -4.615
C: -6.015 2.975 -5.507
Cl: -7.411 1.948 -5.920
H: -4.718 1.291 -5.040
H: -4.118 2.866 -4.494
H: -5.538 3.254 -6.450
H: -6.394 3.886 -5.034
Cl: -2.137 2.632 4.059
C: -3.553 3.421 3.320
C: -3.516 3.363 1.801
Cl: -2.221 4.379 1.120
H: -3.595 4.453 3.682
H: -4.438 2.895 3.690
H: -4.459 3.736 1.391
H: -3.369 2.340 1.440
Cl: 1.119 4.645 3.876
C: 0.202 6.050 3.277
C: 0.181 7.192 4.281
Cl: -0.786 6.799 5.725
H: -0.809 5.714 3.027
H: 0.690 6.376 2.354
H: -0.274 8.077 3.827
H: 1.190 7.458 4.610
Cl: 0.380 -6.563 -3.828
C: 0.841 -7.891 -2.734
C: 0.671 -7.515 -1.270
Cl: 1.848 -6.282 -0.752
H: 1.874 -8.174 -2.960
H: 0.195 -8.740 -2.976
H: 0.835 -8.393 -0.639
H: -0.333 -7.132 -1.066
Cl: -5.011 5.215 9.272
C: -3.349 4.830 8.761
C: -3.246 4.606 7.261
Cl: -4.068 3.111 6.746
H: -3.015 3.953 9.323
H: -2.724 5.679 9.053
H: -2.197 4.505 6.970
H: -3.677 5.440 6.698

Forces on atoms 1 to 2 (eV/Å):
0.838 0.425 -0.089
-0.451 0.327 0.413

Summary:
E_tot: -218592.303 eV
2S+1: 1
HOMO level: -0.3087 Ha

Atomic partial charges in e from the Mulliken method, atoms 1 to 6: -0.423, -0.612, -0.378, -0.778, 0.458, -0.791

=====

Below is a molecular structure, C10H26BrN2NaO4, with properties calculated with wB97M-V/def2-TZVPD.

Cartesian coordinates (Å):
Na: 3.983 9.986 26.811
O: 0.763 8.616 28.521
C: 1.607 8.231 27.533
C: 3.161 7.968 27.655
O: 3.883 8.968 28.358
H: 1.390 8.987 26.779
H: 1.083 7.400 27.062
H: 3.709 7.828 26.723
H: 3.377 6.999 28.105
Br: 5.701 10.559 27.861
C: 1.827 13.250 26.904
C: 2.465 11.980 26.429
C: 3.967 12.078 26.298
O: 4.445 11.081 25.455
C: 5.848 11.213 25.145
N: 2.129 10.783 27.230
H: 1.942 14.021 26.143
H: 2.256 13.762 27.765
H: 0.775 13.016 27.069
H: 2.022 11.738 25.463
H: 4.516 12.015 27.237
H: 4.259 13.021 25.835
H: 6.093 10.406 24.454
H: 6.574 11.449 25.923
H: 5.779 12.113 24.534
H: 2.103 10.948 28.226
H: 1.232 10.470 26.889
C: 1.965 9.180 24.333
C: 3.140 8.096 23.961
C: 4.554 8.582 24.219
O: 4.820 8.668 25.664
C: 6.229 9.084 25.711
N: 2.838 6.784 24.612
H: 0.964 8.887 24.020
H: 2.295 10.165 24.004
H: 2.026 9.362 25.406
H: 3.179 7.969 22.879
H: 4.524 9.538 23.696
H: 5.228 7.846 23.782
H: 6.810 8.168 25.614
H: 6.429 9.404 26.733
H: 6.526 9.729 24.883
H: 3.504 6.214 24.111
H: 3.347 6.887 25.479

Forces on atoms 1 to 2 (eV/Å):
-5.164 -2.959 0.007
0.339 0.389 1.997

Summary:
E_tot: -96404.761 eV
total charge: -2
2S+1: 1
HOMO level: 0.0540 Ha

Atomic partial charges in e from the Mulliken method, atoms 1 to 6: 0.891, -1.104, 0.232, 0.706, -0.826, -0.093

=====

Computed gap between HOMO and LUMO (eV) in order:
10.437 8.218 8.724 2.506